{"formula": "C37H74Cl2O9P2", "method": "ωB97M-V/def2-TZVPD", "species": ["C", "C", "P", "C", "C", "C", "Cl", "P", "O", "Cl", "H", "H", "H", "H", "H", "H", "H", "H", "H", "H", "C", "C", "C", "O", "C", "H", "H", "H", "H", "H", "H", "H", "H", "C", "C", "C", "O", "C", "H", "H", "H", "H", "H", "H", "H", "H", "C", "C", "C", "O", "C", "H", "H", "H", "H", "H", "H", "H", "H", "C", "C", "C", "O", "C", "H", "H", "H", "H", "H", "H", "H", "H", "C", "C", "C", "O", "C", "H", "H", "H", "H", "H", "H", "H", "H", "C", "C", "C", "O", "C", "H", "H", "H", "H", "H", "H", "H", "H", "C", "C", "C", "O", "C", "H", "H", "H", "H", "H", "H", "H", "H", "C", "C", "C", "O", "C", "H", "H", "H", "H", "H", "H", "H", "H"], "coordinates": [[5.543, -6.246, 4.193], [4.418, -5.940, 3.389], [3.149, -5.877, 1.914], [2.560, -7.615, 2.441], [0.978, -7.723, 2.853], [0.494, -6.702, 4.041], [-0.658, -7.623, 5.177], [3.971, -3.863, 1.467], [2.679, -2.775, 0.961], [4.649, -3.032, 3.317], [6.417, -6.425, 4.952], [1.852, -5.272, 2.069], [3.509, -6.374, 0.580], [2.738, -8.373, 1.550], [3.229, -7.949, 3.344], [0.325, -7.670, 1.865], [0.810, -8.827, 3.274], [-0.171, -5.866, 3.509], [1.376, -6.155, 4.607], [2.052, -2.763, 1.767], [-2.691, -5.242, -0.776], [-2.607, -6.587, -1.449], [-1.619, -7.321, -0.569], [-1.772, -6.795, 0.756], [-2.581, -5.612, 0.687], [-3.606, -4.690, -1.008], [-1.834, -4.625, -1.071], [-3.584, -7.084, -1.409], [-2.292, -6.537, -2.495], [-0.588, -7.133, -0.887], [-1.790, -8.401, -0.558], [-3.562, -5.854, 1.110], [-2.128, -4.819, 1.288], [-1.996, -1.699, -4.314], [-0.850, -0.984, -3.646], [-0.875, -1.576, -2.254], [-1.375, -2.914, -2.380], [-1.908, -3.079, -3.701], [-1.930, -1.712, -5.405], [-2.944, -1.224, -4.033], [0.091, -1.244, -4.145], [-0.949, 0.105, -3.649], [-1.559, -1.024, -1.600], [0.114, -1.594, -1.788], [-1.218, -3.719, -4.262], [-2.880, -3.577, -3.647], [-5.039, 2.082, -6.981], [-4.955, 0.736, -7.654], [-3.967, 0.003, -6.774], [-4.120, 0.529, -5.448], [-4.929, 1.711, -5.518], [-5.954, 2.633, -7.213], [-4.182, 2.699, -7.275], [-5.932, 0.240, -7.614], [-4.640, 0.787, -8.699], [-2.936, 0.191, -7.091], [-4.137, -1.078, -6.763], [-5.910, 1.469, -5.095], [-4.476, 2.504, -4.917], [-0.365, 3.006, -5.249], [-0.403, 4.243, -6.109], [-0.709, 3.670, -7.475], [-1.494, 2.489, -7.264], [-1.452, 2.157, -5.870], [-0.533, 3.204, -4.187], [0.606, 2.509, -5.357], [-1.222, 4.896, -5.784], [0.524, 4.822, -6.087], [0.207, 3.374, -7.997], [-1.261, 4.371, -8.109], [-2.433, 2.391, -5.441], [-1.267, 1.085, -5.751], [-1.044, 0.405, 1.907], [0.102, 1.120, 2.575], [0.077, 0.528, 3.967], [-0.423, -0.810, 3.841], [-0.956, -0.975, 2.520], [-0.978, 0.392, 0.816], [-1.992, 0.879, 2.188], [1.043, 0.860, 2.076], [0.003, 2.209, 2.572], [-0.607, 1.080, 4.621], [1.066, 0.510, 4.433], [-0.266, -1.615, 1.959], [-1.928, -1.473, 2.574], [1.007, 1.753, 8.919], [1.903, 2.849, 8.400], [2.248, 2.347, 7.015], [1.128, 1.575, 6.561], [0.251, 1.347, 7.673], [0.350, 2.071, 9.732], [1.616, 0.915, 9.277], [1.338, 3.786, 8.328], [2.784, 3.028, 9.022], [3.122, 1.687, 7.038], [2.444, 3.161, 6.311], [-0.639, 1.968, 7.529], [-0.055, 0.297, 7.691], [-0.144, 7.265, 5.650], [1.002, 7.980, 6.318], [0.977, 7.388, 7.711], [0.477, 6.050, 7.585], [-0.056, 5.885, 6.263], [-0.078, 7.252, 4.559], [-1.092, 7.739, 5.931], [1.943, 7.720, 5.819], [0.903, 9.069, 6.315], [0.293, 7.940, 8.365], [1.966, 7.370, 8.176], [0.634, 5.245, 5.702], [-1.028, 5.387, 6.318], [3.963, 2.939, -4.171], [4.919, 3.365, -5.255], [4.117, 4.418, -5.989], [3.252, 5.031, -5.023], [3.276, 4.243, -3.825], [4.452, 2.474, -3.311], [3.233, 2.229, -4.577], [5.810, 3.819, -4.807], [5.242, 2.546, -5.903], [3.487, 3.969, -6.765], [4.751, 5.180, -6.452], [3.841, 4.800, -3.070], [2.256, 4.096, -3.460]], "smiles": "C#C[PH2](CCCCl)P(O)Cl.C1CCOC1.C1CCOC1.C1CCOC1.C1CCOC1.C1CCOC1.C1CCOC1.C1CCOC1.C1CCOC1"}



{"formula": "C19H23NO4", "method": "ωB97M-V/def2-TZVPD", "species": ["C", "C", "C", "C", "C", "C", "C", "O", "C", "C", "C", "C", "C", "O", "C", "O", "N", "C", "H", "H", "C", "C", "H", "H", "H", "O", "C", "C", "H", "H", "H", "C", "H", "H", "H", "H", "H", "H", "H", "H", "H", "H", "H", "H", "H", "H", "H"], "coordinates": [[-1.450, 3.670, 2.747], [-0.072, 4.207, 2.517], [0.216, 5.556, 2.617], [1.499, 6.035, 2.401], [2.510, 5.152, 2.079], [2.248, 3.795, 1.973], [0.964, 3.318, 2.192], [0.597, 2.002, 2.114], [1.593, 1.032, 1.860], [0.945, -0.310, 1.938], [0.479, -1.024, 3.006], [-0.075, -2.205, 2.476], [0.090, -2.140, 1.113], [0.711, -0.978, 0.792], [-0.367, -3.180, 0.172], [-0.978, -4.137, 0.631], [-0.088, -3.096, -1.152], [0.487, -1.996, -1.888], [0.904, -1.248, -1.223], [1.284, -2.394, -2.529], [-0.593, -1.365, -2.786], [-0.019, -0.250, -3.649], [0.376, 0.544, -3.022], [0.776, -0.644, -4.277], [-0.797, 0.152, -4.290], [-1.143, -2.341, -3.646], [-1.716, -3.425, -2.937], [-2.284, -4.402, -3.954], [-1.486, -4.780, -4.587], [-2.764, -5.232, -3.444], [-3.012, -3.896, -4.581], [-0.660, -4.089, -2.041], [-1.109, -4.874, -1.432], [0.136, -4.508, -2.665], [-2.524, -3.041, -2.288], [-1.392, -0.966, -2.134], [-0.537, -3.011, 3.006], [0.527, -0.735, 4.035], [2.023, 1.169, 0.858], [2.392, 1.102, 2.612], [3.053, 3.124, 1.717], [3.514, 5.511, 1.907], [1.704, 7.091, 2.485], [-0.578, 6.244, 2.868], [-1.435, 2.934, 3.550], [-2.140, 4.469, 3.005], [-1.807, 3.162, 1.852]], "smiles": "Cc1ccccc1OCc1ccc(C(=O)N2C[C@@H](C)O[C@@H](C)C2)o1", "e_above_lowest_kj_mol": 148.13}



{"formula": "C37H46N3O", "method": "ωB97M-V/def2-TZVPD", "species": ["C", "N", "C", "O", "C", "C", "C", "C", "C", "C", "C", "C", "N", "C", "C", "C", "C", "C", "C", "C", "C", "C", "C", "C", "C", "C", "C", "H", "H", "H", "H", "H", "H", "H", "H", "H", "H", "H", "H", "H", "H", "H", "H", "H", "H", "H", "H", "H", "H", "H", "H", "H", "H", "H", "H", "H", "C", "C", "C", "C", "C", "C", "N", "C", "C", "C", "C", "C", "C", "C", "H", "H", "H", "H", "H", "H", "H", "H", "H", "H", "H", "H", "H", "H", "H", "H", "H"], "coordinates": [[2.799, -1.779, 0.725], [2.123, -1.349, 1.928], [2.867, -1.099, 3.056], [4.059, -1.357, 3.194], [1.959, -0.430, 4.061], [2.361, 1.027, 4.286], [2.502, 1.777, 2.979], [3.705, 1.711, 2.269], [3.848, 2.352, 1.040], [2.782, 3.090, 0.514], [1.588, 3.193, 1.235], [1.463, 2.564, 2.477], [0.635, -0.582, 3.443], [-0.421, 0.074, 3.962], [-1.581, 0.369, 3.247], [-2.819, 0.405, 3.863], [-4.053, 0.296, 3.127], [-5.253, -0.136, 3.751], [-6.424, -0.315, 3.030], [-6.422, -0.149, 1.637], [-5.248, 0.258, 0.991], [-4.096, 0.522, 1.723], [0.680, -1.238, 2.109], [-0.076, -2.625, 1.949], [0.505, -3.627, 2.948], [0.070, -3.121, 0.509], [-1.574, -2.479, 2.192], [3.752, -1.239, 0.643], [3.022, -2.857, 0.764], [2.180, -1.554, -0.149], [1.996, -1.008, 4.997], [1.633, 1.518, 4.941], [3.336, 1.005, 4.794], [4.534, 1.131, 2.683], [4.792, 2.270, 0.498], [2.886, 3.583, -0.454], [0.751, 3.770, 0.836], [0.543, 2.668, 3.057], [-0.327, 0.344, 5.019], [-1.495, 0.543, 2.172], [-2.838, 0.410, 4.944], [-5.236, -0.336, 4.824], [-7.343, -0.595, 3.548], [-7.331, -0.325, 1.062], [-5.235, 0.378, -0.092], [-3.211, 0.895, 1.212], [0.269, -0.542, 1.351], [0.357, -3.280, 3.979], [-0.017, -4.589, 2.836], [1.575, -3.799, 2.770], [-0.176, -2.321, -0.203], [1.068, -3.515, 0.290], [-0.640, -3.944, 0.334], [-2.011, -1.728, 1.519], [-2.063, -3.443, 1.974], [-1.803, -2.221, 3.232], [-6.780, 3.011, 5.904], [-6.823, 1.750, 6.513], [-5.642, 1.093, 6.841], [-4.386, 1.666, 6.528], [-3.147, 0.915, 6.733], [-1.980, 1.528, 7.155], [-0.947, 0.929, 7.802], [-0.044, 1.836, 8.521], [1.280, 1.199, 8.926], [1.087, -0.161, 9.585], [0.222, -1.069, 8.720], [-1.106, -0.428, 8.311], [-4.358, 2.970, 5.999], [-5.544, 3.626, 5.673], [-7.706, 3.509, 5.616], [-7.783, 1.270, 6.711], [-5.669, 0.120, 7.338], [-3.250, -0.169, 6.827], [-1.861, 2.609, 7.031], [0.144, 2.704, 7.875], [-0.540, 2.214, 9.433], [1.924, 1.102, 8.044], [1.786, 1.881, 9.616], [2.060, -0.631, 9.754], [0.617, -0.027, 10.566], [0.773, -1.351, 7.814], [0.001, -1.997, 9.257], [-1.781, -0.437, 9.189], [-1.575, -1.056, 7.542], [-3.390, 3.441, 5.826], [-5.499, 4.616, 5.218]], "charge": 1, "e_above_lowest_kj_mol": 0.00}



| no. | LUMO (Ha) |
| --- | --- |
| 1 | 0.00310 |
| 2 | 0.02395 |
| 3 | -0.15828 |